(1)
Formula: C3H2ClN3O3
Source: the OMol25 dataset
Level of theory: ωB97M-V/def2-TZVPD

The geometry in XYZ format:
```
12
Properties=species:S:1:pos:R:3:lowdin_charge:R:1
C 0.050 -0.775 0.738 -0.197
C 1.253 0.517 -0.744 -0.189
C -1.328 -0.443 0.525 -0.484
N 0.862 -1.059 1.507 -0.102
N 2.305 0.569 -0.327 0.263
N 0.334 0.978 -1.762 -0.407
O -0.066 2.071 -1.524 0.147
O 0.135 0.194 -2.634 0.155
O 1.955 -1.203 1.990 0.072
Cl -1.992 -0.251 2.241 0.546
H -1.971 -1.173 -0.019 0.097
H -1.536 0.577 0.010 0.099
```

Computed properties:
SMILES ... N#C[N+](=O)[O-].[O-][N+]#CCCl
E_LUMO (alpha / beta) ... -0.05959 / -0.05960 Eh
Relative energy (zero: lowest compared OMol25 entry of this formula, charge and spin) ... 145.3 kcal/mol
2S+1 ... 1
Gap between HOMO and LUMO (alpha / beta) ... 0.321 / 0.321 Eh

(2)
Formula: C16H18AsBrCaNO5
Source: the OMol25 dataset
Level of theory: ωB97M-V/def2-TZVPD

The geometry in XYZ format:
```
43
Properties=species:S:1:pos:R:3:lowdin_charge:R:1
Ca 0.745 -0.108 0.469 1.407
O -0.689 -3.931 -1.346 0.182
C -0.260 -2.688 -1.270 -0.452
O 0.614 -2.305 -0.527 0.001
C -0.969 -1.736 -2.187 -0.161
C -1.728 -2.160 -3.269 0.046
C -2.311 -1.191 -4.076 0.005
C -2.126 0.146 -3.752 0.032
C -1.368 0.462 -2.625 -0.164
N -0.789 -0.456 -1.859 0.141
C -1.231 1.869 -2.098 -0.450
O -1.176 2.862 -2.984 0.165
O -1.197 2.081 -0.919 0.096
H -0.182 -4.488 -0.735 0.162
H -1.857 -3.214 -3.466 0.133
H -2.911 -1.472 -4.928 0.128
H -2.597 0.926 -4.335 0.130
H -1.080 2.533 -3.886 0.122
Br 1.704 -2.597 7.101 0.724
C 1.400 -1.929 5.352 -0.705
C 0.332 -2.402 4.605 -0.151
C 0.129 -1.897 3.329 -0.190
C 0.936 -0.920 2.732 -0.291
C 1.994 -0.488 3.542 -0.210
C 2.245 -0.968 4.821 -0.150
H -0.329 -3.150 5.021 0.095
H -0.724 -2.306 2.787 0.072
H 2.689 0.265 3.169 0.076
H 3.085 -0.604 5.398 0.097
C 1.314 3.079 3.528 -0.184
As 0.403 3.043 1.843 1.004
C 0.353 4.793 1.061 -0.185
C -1.392 2.458 2.197 -0.192
O 1.184 1.985 0.792 -0.714
H 0.817 3.778 4.201 0.050
H 2.351 3.383 3.376 0.054
H 1.293 2.070 3.943 0.025
H -0.228 5.462 1.695 0.048
H -0.108 4.720 0.077 0.039
H 1.371 5.175 0.962 0.050
H -1.826 3.103 2.963 0.051
H -1.350 1.443 2.604 0.041
H -1.990 2.495 1.294 0.023
```

Computed properties:
E_LUMO ... -0.14790 Eh
Charge ... +1
Relative energy (zero: lowest compared OMol25 entry of this formula, charge and spin) ... 16.0 kcal/mol
2S+1 ... 1
Gap between HOMO and LUMO ... 0.227 Eh

(3)
Formula: CH10NO2
Source: the OMol25 dataset
Level of theory: ωB97M-V/def2-TZVPD

The geometry in XYZ format:
```
14
Properties=species:S:1:pos:R:3:lowdin_charge:R:1
C -0.143 -1.552 0.423 -0.041
N -0.287 -0.068 0.188 0.118
H -1.038 -1.944 0.931 0.093
H 0.283 -2.118 -0.506 0.130
H 0.757 -1.779 1.177 0.137
H 0.599 0.316 -0.115 0.103
H -0.322 0.305 1.100 0.134
H -0.997 0.374 -0.496 0.139
H 3.533 0.628 0.851 0.088
H 3.037 0.605 -0.522 0.027
O 2.693 0.519 0.345 -0.046
H -3.095 1.896 -0.523 0.068
H -2.624 1.434 -1.915 0.108
O -2.396 1.384 -0.940 -0.059
```

Computed properties:
E_LUMO ... -0.11642 Eh
Charge ... +1
Relative energy (zero: lowest compared OMol25 entry of this formula, charge and spin) ... 22.5 kcal/mol
2S+1 ... 1
Gap between HOMO and LUMO ... 0.467 Eh

(4)
Formula: C34H45N2O2Si
Source: the OMol25 dataset
Level of theory: ωB97M-V/def2-TZVPD

The geometry in XYZ format:
```
84
Properties=species:S:1:pos:R:3:lowdin_charge:R:1
C 4.539 3.596 1.411 -0.145
Si 4.163 1.953 2.192 0.422
C 5.612 0.785 2.096 -0.151
C 3.642 2.199 3.964 -0.137
O 2.939 1.263 1.270 -0.168
C 1.556 1.048 1.504 -0.336
C 1.389 -0.140 2.489 -0.149
C 2.448 -1.036 2.619 -0.046
C 2.390 -2.076 3.548 -0.049
C 1.234 -2.261 4.302 -0.070
C 0.132 -1.430 4.109 -0.056
C 0.202 -0.372 3.192 -0.060
C 0.935 2.387 1.930 -0.186
C 0.425 2.609 3.210 -0.046
C -0.141 3.849 3.523 -0.055
C -0.102 4.893 2.602 -0.066
C 0.513 4.700 1.361 -0.058
C 1.042 3.452 1.033 -0.066
C 0.963 0.608 0.124 -0.149
C 1.573 -0.697 -0.413 -0.091
C 0.566 -1.810 -0.145 -0.114
C -0.791 -1.111 0.071 -0.097
N -0.478 0.312 0.200 0.025
C -1.421 1.216 0.460 0.023
C -2.783 0.941 0.725 -0.051
C -3.649 0.154 0.003 0.003
C -4.978 -0.137 0.490 -0.222
C -5.986 -0.599 -0.391 -0.019
C -7.294 -0.788 0.054 -0.061
C -7.628 -0.551 1.395 -0.053
C -6.636 -0.132 2.292 -0.061
C -5.325 0.058 1.854 -0.024
H 5.281 4.132 2.021 0.046
H 4.949 3.458 0.403 0.042
H 3.641 4.221 1.330 0.023
H 6.465 1.234 2.626 0.046
H 5.397 -0.186 2.558 0.028
H 5.909 0.609 1.054 0.042
H 4.552 2.369 4.562 0.048
H 2.991 3.078 4.074 0.036
H 3.118 1.327 4.379 0.038
H 3.342 -0.910 2.008 0.102
H 3.255 -2.726 3.657 0.114
H 1.191 -3.064 5.033 0.110
H -0.791 -1.591 4.663 0.110
H -0.659 0.286 3.045 0.108
H 0.480 1.833 3.973 0.111
H -0.599 3.984 4.504 0.113
H -0.547 5.855 2.846 0.110
H 0.589 5.517 0.646 0.113
H 1.545 3.302 0.075 0.126
H 1.131 1.414 -0.607 0.157
H 1.691 -0.585 -1.498 0.109
H 2.563 -0.905 -0.006 0.117
H 0.508 -2.521 -0.975 0.120
H 0.830 -2.378 0.756 0.112
H -1.475 -1.284 -0.778 0.126
H -1.297 -1.493 0.977 0.141
H -1.101 2.262 0.557 0.144
H -3.188 1.531 1.552 0.125
H -3.392 -0.193 -1.001 0.129
H -5.721 -0.780 -1.429 0.115
H -8.064 -1.111 -0.645 0.112
H -8.654 -0.671 1.741 0.114
H -6.880 0.061 3.340 0.113
H -4.551 0.356 2.562 0.107
O 1.193 -1.563 -4.155 -0.098
C 1.558 -2.152 -5.398 -0.209
C 0.370 -3.038 -5.749 -0.365
C 0.242 -3.610 -7.181 -0.122
C -1.256 -3.501 -7.510 -0.151
C -1.851 -2.498 -6.481 -0.223
N -0.835 -2.332 -5.509 -0.049
H 1.943 -1.048 -3.823 0.081
H 1.706 -1.371 -6.163 0.127
H 2.459 -2.777 -5.289 0.126
H 0.439 -3.911 -5.072 0.136
H 0.863 -3.050 -7.888 0.111
H 0.578 -4.652 -7.191 0.110
H -1.437 -3.184 -8.539 0.104
H -1.725 -4.481 -7.379 0.104
H -2.112 -1.549 -6.986 0.105
H -2.783 -2.890 -6.043 0.102
H -0.913 -1.705 -4.726 0.110
```

Computed properties:
E_LUMO ... -0.15411 Eh
Charge ... +1
Relative energy (zero: lowest compared OMol25 entry of this formula, charge and spin) ... 0.0 kcal/mol
2S+1 ... 1
Gap between HOMO and LUMO ... 0.198 Eh

(5)
Formula: C43H36F3NOP2PdS2
Source: the OMol25 dataset
Level of theory: ωB97M-V/def2-TZVPD

The geometry in XYZ format:
```
89
Properties=species:S:1:pos:R:3:lowdin_charge:R:1
Pd -0.027 -0.060 -0.143 0.358
C 2.882 1.988 -0.799 -0.296
N 3.608 1.876 0.436 -0.183
C 3.248 0.963 1.499 -0.290
P 1.857 -0.254 1.274 1.007
C 2.541 -1.677 0.366 -0.382
C 1.721 -2.813 0.342 -0.120
C 2.127 -3.942 -0.340 -0.067
C 3.333 -3.941 -1.029 -0.073
C 4.130 -2.810 -1.033 -0.078
C 3.737 -1.677 -0.340 -0.089
C 1.823 -0.867 2.992 -0.345
C 2.774 -1.748 3.501 -0.078
C 2.702 -2.133 4.828 -0.076
C 1.679 -1.670 5.642 -0.072
C 0.717 -0.817 5.125 -0.060
C 0.792 -0.411 3.806 -0.091
C 4.894 2.408 0.485 -0.240
C 5.599 2.773 -0.667 -0.033
C 6.868 3.313 -0.580 -0.088
C 7.487 3.499 0.644 -0.098
C 6.797 3.138 1.790 -0.085
C 5.525 2.604 1.720 -0.031
P 1.016 1.936 -0.847 0.991
C 0.884 2.214 -2.640 -0.361
C 1.018 3.470 -3.222 -0.084
C 0.961 3.594 -4.597 -0.071
C 0.780 2.470 -5.389 -0.073
C 0.636 1.219 -4.809 -0.068
C 0.683 1.089 -3.434 -0.091
C 0.373 3.457 -0.113 -0.425
C -0.863 3.891 -0.594 -0.131
C -1.520 4.926 0.036 -0.062
C -0.969 5.501 1.172 -0.059
C 0.250 5.060 1.661 -0.067
C 0.925 4.035 1.025 -0.092
H 3.159 1.192 -1.520 0.104
H 3.138 2.953 -1.257 0.103
H 2.916 1.530 2.388 0.100
H 4.130 0.371 1.800 0.109
H 0.770 -2.805 0.875 0.103
H 1.503 -4.824 -0.342 0.104
H 3.647 -4.821 -1.570 0.105
H 5.066 -2.805 -1.574 0.106
H 4.371 -0.802 -0.355 0.099
H 3.550 -2.144 2.857 0.111
H 3.446 -2.806 5.227 0.106
H 1.620 -1.991 6.673 0.107
H -0.097 -0.473 5.744 0.112
H 0.039 0.248 3.394 0.026
H 5.180 2.624 -1.651 0.100
H 7.380 3.583 -1.492 0.104
H 8.483 3.915 0.702 0.101
H 7.249 3.278 2.760 0.104
H 5.019 2.362 2.642 0.103
H 1.140 4.345 -2.597 0.112
H 1.058 4.566 -5.058 0.107
H 0.728 2.573 -6.462 0.106
H 0.482 0.351 -5.433 0.107
H 0.539 0.119 -2.952 0.077
H -1.305 3.390 -1.449 0.116
H -2.469 5.274 -0.345 0.111
H -1.507 6.273 1.698 0.109
H 0.665 5.512 2.551 0.109
H 1.864 3.671 1.417 0.099
F -1.848 -7.707 -5.402 0.132
C -1.978 -6.449 -5.852 -0.585
F -1.089 -6.322 -6.863 0.129
F -3.195 -6.380 -6.431 0.133
C -1.796 -5.407 -4.793 -0.131
C -1.994 -4.072 -5.137 -0.012
C -1.839 -3.089 -4.184 -0.020
C -1.482 -3.424 -2.872 -0.260
C -1.298 -4.770 -2.538 -0.023
C -1.457 -5.756 -3.491 -0.010
C -1.282 -2.401 -1.916 -0.172
C -1.108 -1.495 -1.114 -0.159
H -2.276 -3.822 -6.149 0.123
H -1.999 -2.052 -4.444 0.116
H -1.040 -5.039 -1.524 0.110
H -1.327 -6.795 -3.232 0.117
C -4.863 -0.085 2.301 -0.129
O -3.592 0.178 1.736 -0.225
C -2.880 1.172 2.238 -1.359
S -3.374 2.194 3.440 0.561
S -1.332 1.371 1.583 0.562
H -5.265 -0.921 1.734 0.089
H -5.515 0.791 2.222 0.075
H -4.758 -0.352 3.356 0.079
```

Computed properties:
E_LUMO (alpha / beta) ... -0.08161 / -0.08296 Eh
Relative energy (zero: lowest compared OMol25 entry of this formula, charge and spin) ... 83.6 kcal/mol
2S+1 ... 1
Gap between HOMO and LUMO (alpha / beta) ... 0.157 / 0.156 Eh

Computed electronic energy, in the same sequence as the records: -965.4002; -6538.7313; -249.0745; -1871.8713; -3696.6283 a.u..